The following is a quantum chemistry calculation of 6 unconnected molecules or ions with the total composition C8H22F12N4O6P2 in a non-equilibrium geometry, from the Open Molecules 2025 dataset.

The calculation puts the HOMO energy at -0.0831 hartree. For the max |F|, the calculation gives 4.898 eV/A.

Structure (ORCA input):
```
! wB97M-V def2-TZVPD RIJCOSX def2/J DEFGRID3
* xyz -2 1
N 2.6072 2.0596 0.6287
H 3.5176 2.4401 0.4131
H 2.7396 1.0598 0.5749
H 2.0493 2.2182 -0.1982
H 2.0378 2.3570 1.4081
N 3.6847 5.3641 -0.2059
O 3.0360 4.6833 -1.0180
O 3.9625 6.5119 -0.3468
O 4.2585 4.6757 0.6759
N 0.2255 2.2098 3.8922
O -0.6142 2.8052 4.4821
O 0.6677 2.6715 2.8467
O 0.6307 1.0832 4.2408
C -4.9632 0.6010 -1.0168
C -4.2241 -0.5476 -0.2801
C -2.9964 -1.1458 -1.0745
N -2.0432 -2.1292 -0.2892
C -2.8391 -3.4186 0.0134
C -1.3809 -1.6118 0.9202
C 0.1215 -1.6992 0.7610
C 0.3606 -2.6623 -0.4058
C -0.8899 -2.5315 -1.2196
H -4.4801 1.5774 -1.0537
H -6.0219 0.7813 -0.8306
H -5.1220 0.3424 -2.0637
H -4.8858 -1.3784 -0.0351
H -3.7623 -0.1895 0.6400
H -2.2210 -0.4209 -1.3221
H -3.2988 -1.6436 -1.9959
H -3.6067 -3.5383 -0.7512
H -3.5119 -3.1452 0.8262
H -2.2838 -4.3185 0.2774
H -1.6458 -2.1854 1.8084
H -1.7103 -0.5856 1.0827
H 0.5641 -2.0729 1.6843
H 0.4453 -0.6820 0.5408
H 0.5199 -3.6953 -0.0964
H 1.1880 -2.3830 -1.0581
H -1.1788 -3.4039 -1.8057
H -0.7573 -1.8265 -2.0403
P -0.2112 1.7203 -2.0182
F -0.1402 0.1624 -2.5775
F -0.7710 1.1381 -0.5785
F 1.3128 1.6098 -1.4584
F -0.2528 3.1888 -1.4328
F 0.4113 2.2449 -3.4235
F -1.7784 1.9075 -2.4910
P 4.7277 -1.1910 0.7738
F 5.5893 0.2411 0.6581
F 3.6136 -0.4708 1.7526
F 3.8590 -0.7312 -0.5439
F 3.9635 -2.5555 0.8375
F 5.8857 -1.8355 -0.2409
F 5.6117 -1.6552 2.1338
*
```

Löwdin population analysis, charges in e, atoms 1 to 8: atom 1 (N): 0.32, atom 2 (H): 0.11, atom 3 (H): 0.07, atom 4 (H): 0.06, atom 5 (H): 0.09, atom 6 (N): -0.68, atom 7 (O): -0.08, atom 8 (O): -0.03

The following is a quantum chemistry calculation of 9 unconnected molecules or ions with the total composition C56H51BrN8O20, from the Open Molecules 2025 dataset.

Its structure (SMILES) is O=C(Br)C[C@@H]1C[C@@H](CCO)OC1=O.O=[N+]([O-])c1ccccc1.O=[N+]([O-])c1ccccc1.O=[N+]([O-])c1ccccc1.O=[N+]([O-])c1ccccc1.O=[N+]([O-])c1ccccc1.O=[N+]([O-])c1ccccc1.O=[N+]([O-])c1ccccc1.O=[N+]([O-])c1ccccc1. The calculation puts the HOMO energy at -0.3539 hartree. For the max |F|, the calculation gives 0.957 eV/A.

Structure (ORCA input):
```
! wB97M-V def2-TZVPD RIJCOSX def2/J DEFGRID3
* xyz 0 1
O 1.9001 1.9375 4.1600
C 1.7153 1.9666 2.9954
Br 1.3954 3.7148 2.1384
C 1.7136 0.8094 2.0269
C 0.7498 -0.3476 2.3810
C -0.6491 -0.2108 1.7776
C -1.3550 0.4889 2.9329
C -2.8570 0.6968 2.8609
C -3.6990 -0.4647 2.3079
O -4.6197 -0.0374 1.3074
O -0.9009 -0.3010 4.0699
C 0.4210 -0.5627 3.8636
O 1.1508 -0.9066 4.7447
H 2.7444 0.4690 1.9025
H 1.4010 1.2023 1.0578
H 1.2557 -1.2610 2.0664
H -0.7524 0.2136 0.7818
H -1.0406 -1.2291 1.7832
H -0.8984 1.4732 3.1137
H -3.0066 1.5677 2.2171
H -3.1943 0.9628 3.8676
H -4.2450 -0.9406 3.1302
H -3.0912 -1.2376 1.8380
H -4.9579 0.8273 1.5678
C -9.2792 2.5477 -1.4936
C -9.6344 1.3245 -0.9409
C -9.0978 0.9284 0.2737
C -8.2118 1.7734 0.9171
C -7.8401 2.9936 0.3828
C -8.3808 3.3779 -0.8336
N -7.6534 1.3647 2.2151
O -7.9786 0.2845 2.6565
O -6.8844 2.1331 2.7683
H -9.7031 2.8530 -2.4360
H -10.3313 0.6815 -1.4599
H -9.3658 -0.0215 0.7113
H -7.1437 3.6330 0.9045
H -8.1018 4.3292 -1.2662
C 1.9299 -6.6661 -1.7457
C 2.5129 -5.4049 -1.7438
C 1.8688 -4.3387 -1.1378
C 0.6432 -4.5605 -0.5364
C 0.0408 -5.8058 -0.5300
C 0.6940 -6.8631 -1.1422
N -0.0352 -3.4392 0.1265
O 0.5023 -2.3470 0.0949
O -1.0945 -3.6607 0.6781
H 2.4405 -7.4949 -2.2156
H 3.4751 -5.2517 -2.2139
H 2.3139 -3.3549 -1.1325
H -0.9185 -5.9498 -0.0557
H 0.2403 -7.8444 -1.1452
C 8.5660 -6.6778 -2.2963
C 8.5833 -7.7618 -1.4287
C 7.4590 -8.5597 -1.2899
C 6.3326 -8.2540 -2.0310
C 6.2926 -7.1767 -2.8973
C 7.4217 -6.3843 -3.0268
N 5.1413 -9.1079 -1.8993
O 5.1932 -10.0357 -1.1222
O 4.1705 -8.8297 -2.5798
H 9.4477 -6.0602 -2.4046
H 9.4744 -7.9881 -0.8598
H 7.4614 -9.4043 -0.6173
H 5.3991 -6.9603 -3.4639
H 7.4095 -5.5390 -3.7011
C 4.1161 4.7730 -2.9990
C 4.1161 3.8337 -1.9777
C 2.9859 3.0644 -1.7523
C 1.8779 3.2483 -2.5537
C 1.8549 4.1826 -3.5744
C 2.9876 4.9483 -3.7941
N 0.6878 2.4145 -2.3148
O 0.7286 1.6185 -1.3943
O -0.2670 2.5682 -3.0474
H 5.0007 5.3709 -3.1773
H 4.9914 3.7026 -1.3623
H 2.9720 2.3289 -0.9623
H 0.9736 4.3099 -4.1852
H 2.9911 5.6837 -4.5872
C 8.7096 0.4767 -6.4432
C 9.2246 1.5938 -5.7987
C 8.5727 2.1225 -4.6963
C 7.4112 1.5140 -4.2571
C 6.8785 0.4042 -4.8872
C 7.5372 -0.1144 -5.9902
N 6.7238 2.0599 -3.0762
O 7.1978 3.0509 -2.5555
O 5.7231 1.4891 -2.6911
H 9.2239 0.0651 -7.3016
H 10.1366 2.0536 -6.1535
H 8.9642 2.9910 -4.1881
H 5.9669 -0.0479 -4.5258
H 7.1357 -0.9819 -6.4956
C -3.5758 -1.5571 5.7826
C -3.1111 -0.4802 6.5249
C -3.7758 -0.0928 7.6779
C -4.9022 -0.7965 8.0640
C -5.3868 -1.8658 7.3331
C -4.7138 -2.2456 6.1830
N -5.6030 -0.4007 9.2971
O -5.1702 0.5542 9.9104
O -6.5719 -1.0537 9.6300
H -3.0433 -1.8594 4.8904
H -2.2235 0.0485 6.2067
H -3.4217 0.7414 8.2648
H -6.2712 -2.3947 7.6551
H -5.0765 -3.0816 5.6006
C 4.5408 2.7195 5.4886
C 5.5952 2.1581 4.7794
C 6.8473 2.7512 4.8015
C 7.0221 3.9051 5.5434
C 5.9861 4.4847 6.2533
C 4.7378 3.8834 6.2211
N 8.3541 4.5298 5.5852
O 9.2412 4.0120 4.9357
O 8.4898 5.5262 6.2663
H 3.5693 2.2492 5.4695
H 5.4413 1.2517 4.2088
H 7.6724 2.3218 4.2532
H 6.1491 5.3884 6.8214
H 3.9162 4.3230 6.7698
C -9.8708 4.2333 -8.0938
C -10.1336 4.6264 -6.7881
C -10.3724 3.6741 -5.8107
C -10.3398 2.3372 -6.1632
C -10.0855 1.9248 -7.4582
C -9.8503 2.8856 -8.4282
N -10.5735 1.3188 -5.1272
O -10.8103 1.7064 -3.9972
O -10.5128 0.1538 -5.4547
H -9.6808 4.9800 -8.8534
H -10.1512 5.6762 -6.5296
H -10.5801 3.9704 -4.7934
H -10.0694 0.8742 -7.7068
H -9.6480 2.5815 -9.4459
*
```

Löwdin population analysis, charges in e, atoms 1 to 8: atom 1 (O): 0.05, atom 2 (C): -0.77, atom 3 (Br): 0.68, atom 4 (C): -0.12, atom 5 (C): -0.18, atom 6 (C): -0.08, atom 7 (C): -0.27, atom 8 (C): -0.08

The following is a quantum chemistry calculation of 8 unconnected molecules or ions with the total composition C32H52O24S, from the Open Molecules 2025 dataset.

The calculation puts the HOMO energy at -0.3438 hartree. For the max |F|, the calculation gives 0.846 eV/A.

Structure (ORCA input):
```
! wB97M-V def2-TZVPD RIJCOSX def2/J DEFGRID3
* xyz 0 1
C 3.5313 -2.2729 0.2039
C 2.5710 -1.1458 0.5521
C 1.5146 -0.8355 -0.4996
C 0.4611 0.0559 0.1257
O 1.0160 -2.0918 -1.0314
S -0.5273 -2.4753 -0.8914
O -0.8003 -3.3448 -2.0094
O -0.3958 -3.5104 0.3665
H 4.0749 -2.0466 -0.7152
H 3.0283 -3.2293 0.0796
H 4.2662 -2.3851 0.9967
H 2.0842 -1.3536 1.5092
H 3.1752 -0.2502 0.6923
H 1.9968 -0.2874 -1.3094
H 0.0331 -0.3660 1.0327
H 0.9819 0.9595 0.4439
H -0.3220 0.3732 -0.5602
H -0.4328 -2.9858 1.1820
C -1.8108 -3.5776 -5.0438
C -2.0878 -2.6024 -6.1545
C -1.1525 -2.6744 -7.3452
O -1.1543 -1.3217 -7.8218
C -1.4526 -0.5148 -6.7774
O -1.3666 0.6711 -6.7941
O -1.8612 -1.2425 -5.7189
H -1.8552 -4.6002 -5.4210
H -0.8294 -3.3985 -4.6068
H -2.5394 -3.4737 -4.2424
H -3.1290 -2.6715 -6.4841
H -1.4934 -3.3404 -8.1331
H -0.1356 -2.9414 -7.0482
C -1.2282 4.1317 1.6966
C -1.5094 3.0089 2.6589
C -1.1737 3.2938 4.1113
O -0.8289 1.9940 4.6077
C -0.3945 1.2559 3.5617
O 0.1311 0.1920 3.6558
O -0.6453 1.8882 2.3998
H -1.7936 5.0194 1.9822
H -0.1630 4.3650 1.6970
H -1.5136 3.8525 0.6835
H -2.5413 2.6600 2.5609
H -2.0030 3.6992 4.6846
H -0.3005 3.9434 4.2046
C 5.7869 1.3779 5.6802
C 4.8374 0.9647 4.5882
C 5.4296 0.8953 3.1944
O 4.2976 1.2111 2.3703
C 3.4350 1.9475 3.1022
O 2.4836 2.5106 2.6586
O 3.8012 1.9571 4.3969
H 6.6263 0.6832 5.7245
H 6.1672 2.3816 5.5040
H 5.2819 1.3776 6.6446
H 4.3374 0.0235 4.8330
H 5.8170 -0.0851 2.9272
H 6.1991 1.6547 3.0364
C 3.4038 -6.3460 3.1075
C 4.8165 -5.8796 2.8767
C 5.7069 -5.8455 4.1044
O 6.6063 -4.7718 3.8026
C 5.9824 -3.9344 2.9412
O 6.3776 -2.8539 2.6436
O 4.8431 -4.4945 2.4833
H 3.4064 -7.3536 3.5242
H 2.8918 -5.6745 3.7974
H 2.8431 -6.3585 2.1743
H 5.2886 -6.4546 2.0755
H 6.2675 -6.7612 4.2703
H 5.1458 -5.5875 5.0060
C -5.2341 -0.0896 -5.9032
C -5.8274 0.9768 -5.0279
C -4.8898 2.1139 -4.6688
O -5.3796 2.5233 -3.3840
C -5.9984 1.4605 -2.8167
O -6.3552 1.4164 -1.6841
O -6.1498 0.4665 -3.7161
H -4.8760 0.3498 -6.8358
H -4.3944 -0.5620 -5.3901
H -5.9723 -0.8500 -6.1506
H -6.7545 1.3646 -5.4612
H -4.9263 2.9514 -5.3600
H -3.8585 1.7700 -4.5614
C -9.1087 2.0099 -10.0662
C -8.8571 0.5361 -9.8933
C -10.0559 -0.2900 -9.4649
O -9.4472 -1.3493 -8.7174
C -8.2680 -0.8985 -8.2370
O -7.6015 -1.4610 -7.4313
O -7.9524 0.2909 -8.7980
H -9.8878 2.1708 -10.8117
H -9.4218 2.4541 -9.1209
H -8.2052 2.5207 -10.3950
H -8.4022 0.1112 -10.7923
H -10.6262 -0.7036 -10.2917
H -10.7198 0.2690 -8.8011
C 5.4689 4.7552 11.5560
C 5.4038 4.7771 10.0523
C 4.3741 3.8544 9.4266
O 4.9784 3.5307 8.1700
C 6.3189 3.6631 8.3014
O 7.1136 3.2985 7.4994
O 6.6195 4.2629 9.4750
H 4.5002 5.0272 11.9759
H 5.7450 3.7611 11.9083
H 6.2141 5.4600 11.9211
H 5.2746 5.7984 9.6835
H 3.4057 4.3174 9.2598
H 4.2488 2.9340 10.0024
*
```

Löwdin population analysis, charges in e, atoms 1 to 8: atom 1 (C): -0.08, atom 2 (C): -0.21, atom 3 (C): -0.40, atom 4 (C): -0.09, atom 5 (O): -0.31, atom 6 (S): 0.88, atom 7 (O): -0.40, atom 8 (O): -0.25

The following is a quantum chemistry calculation of a molecular structure, C29H23F6N5O10PdS5, from the Open Molecules 2025 dataset.

The calculation puts the HOMO energy (spin up / spin down) at -0.3232 / -0.3416 hartree. The expectation value of S² is 6.071. For the max |F|, the calculation gives 0.517 eV/A.

Structure (ORCA input):
```
! wB97M-V def2-TZVPD RIJCOSX def2/J DEFGRID3
* xyz 0 5
Pd 0.4181 -0.3137 0.3204
O 0.2526 -0.6474 -3.6684
S 0.7614 -0.9326 -2.3670
O 1.3332 0.2448 -1.6478
O -0.2201 -1.5475 -1.4232
C 2.0837 -2.1227 -2.5804
C 2.2255 -2.5699 -3.8883
C 3.1675 -3.5333 -4.2165
C 3.9695 -4.0683 -3.2272
C 3.8370 -3.6266 -1.9191
C 2.9109 -2.6511 -1.5766
S 3.0126 -2.1270 0.1405
O 3.7390 -3.1555 0.8330
O 3.6097 -0.8109 0.1078
O 1.5990 -2.0743 0.6446
H 1.5776 -2.1545 -4.6453
H 3.2607 -3.8613 -5.2432
H 4.7018 -4.8296 -3.4619
H 4.4591 -4.0345 -1.1353
C -4.0320 -2.1321 2.7501
N -3.5549 -0.7535 2.7088
C -4.2588 0.3189 3.1086
C -3.5534 1.4300 2.7460
N -2.4039 1.0206 2.1415
C -2.4153 -0.3534 2.0854
S -1.3424 -1.4503 1.4206
C -1.4813 1.9828 1.5897
C -1.4770 3.2589 2.1267
C -0.7943 4.2477 1.4360
C -0.1616 3.9275 0.2503
C -0.1425 2.6005 -0.1460
N -0.7627 1.6382 0.5393
H -4.9283 -2.1549 3.3623
H -3.2695 -2.7746 3.1814
H -4.2745 -2.4536 1.7390
H -5.2338 0.2351 3.5537
H -3.8306 2.4645 2.8102
H -1.9941 3.4840 3.0475
H -0.7764 5.2588 1.8191
H 0.3484 4.6737 -0.3408
H 0.3877 2.2715 -1.0315
F -5.4505 3.2226 -1.2658
C -4.1892 2.8591 -1.0650
F -4.0171 2.6962 0.2710
F -3.3882 3.8567 -1.4435
S -3.7441 1.3035 -1.9903
O -2.6643 0.7520 -1.2213
O -3.5024 1.7688 -3.3153
N -5.0785 0.4645 -1.9740
S -5.5877 -0.4277 -0.7987
O -7.0074 -0.5802 -0.8333
O -4.9775 -0.1659 0.4890
C -4.9311 -2.0906 -1.2419
F -5.3832 -2.9941 -0.3495
F -5.3156 -2.4651 -2.4513
F -3.5967 -2.0979 -1.1790
C 3.1060 -1.5983 5.1537
C 3.9588 -0.7282 4.4841
C 3.4942 0.0321 3.4321
C 2.1509 -0.0813 3.0086
C 1.3102 -0.9858 3.6830
C 1.7784 -1.7178 4.7505
N 1.7039 0.6167 1.9202
C 2.3076 1.8548 1.6687
C 2.3667 2.8121 2.6894
C 2.8693 4.0749 2.4283
C 3.3474 4.3848 1.1612
C 3.3121 3.4265 0.1549
C 2.7816 2.1701 0.3920
H 3.4775 -2.1966 5.9747
H 4.9996 -0.6624 4.7711
H 4.1672 0.6633 2.8693
H 0.2831 -1.0800 3.3641
H 1.1162 -2.3997 5.2675
H 1.9881 2.5599 3.6724
H 2.8967 4.8155 3.2174
H 3.7542 5.3675 0.9609
H 3.7033 3.6574 -0.8275
H 2.7662 1.4126 -0.3794
*
```

Löwdin population analysis, charges in e, atoms 1 to 8: atom 1 (Pd): 0.90, atom 2 (O): -0.26, atom 3 (S): 0.53, atom 4 (O): -0.40, atom 5 (O): -0.40, atom 6 (C): -0.21, atom 7 (C): -0.05, atom 8 (C): -0.06

Electronic energy / Ha: -2869.84341, -6680.69625, -3454.60698, -4863.01154